# 1
Density functional theory data (ωB97M-V with the def2-TZVPD basis set) for a structure of composition C32H62AsBN13O2Si3V.

```
115
Properties=species:S:1:pos:R:3:forces:R:3
V 0.17419 0.36856 0.64939 -0.402 0.534 2.088
C 1.67343 -3.48350 1.21412 0.029 0.025 -0.080
C 1.43163 -2.37282 0.41678 0.103 -0.134 0.148
N 0.93432 -1.37601 1.15756 0.576 -1.132 0.101
N 0.84268 -1.83104 2.42695 0.080 -0.210 0.156
C 1.27761 -3.09631 2.48426 -0.009 0.018 -0.110
B 0.19413 -0.95019 3.54124 -0.157 0.051 0.001
N -1.26766 -0.69917 3.08505 -0.154 -0.075 0.202
C -2.47586 -0.95904 3.61698 0.002 0.058 -0.101
C -3.44347 -0.51168 2.73335 -0.009 0.006 -0.068
C -2.73204 0.02080 1.66143 -0.053 -0.092 0.158
N -1.42156 -0.10031 1.88151 -0.065 -0.061 -0.020
N 0.93489 0.42119 3.47432 0.143 -0.011 0.087
C 1.52195 1.12859 4.44922 -0.027 -0.027 -0.066
C 2.13382 2.23375 3.88175 0.005 0.088 -0.050
C 1.86906 2.11991 2.52330 -0.023 -0.005 0.216
N 1.14022 1.02473 2.27993 0.675 0.576 1.060
N 0.36458 -1.57589 4.88463 0.231 0.010 -0.100
C 1.55478 -1.90457 5.47711 -0.064 -0.016 -0.028
C 1.27643 -2.39850 6.71825 -0.020 -0.066 0.122
C -0.13188 -2.33676 6.81531 0.090 0.035 -0.046
N -0.66878 -1.84403 5.71842 -0.141 -0.002 0.083
H 2.07883 -4.43568 0.91839 -0.023 0.014 0.010
H 1.59199 -2.24562 -0.64040 -0.081 0.017 0.007
H 1.27703 -3.64880 3.40987 -0.022 0.067 0.022
H -2.55333 -1.42948 4.58152 0.053 0.008 0.003
H -4.51108 -0.56476 2.86063 0.024 0.023 0.005
H -3.09676 0.49195 0.76060 0.040 0.011 -0.004
H 1.48062 0.80651 5.47754 -0.036 -0.029 -0.036
H 2.68799 3.00440 4.39017 0.000 -0.027 -0.023
H 2.16589 2.76835 1.71680 -0.030 -0.007 -0.006
H 2.49972 -1.76646 4.97319 -0.036 0.020 -0.003
H 1.97191 -2.75914 7.45738 -0.008 0.027 -0.041
H -0.75921 -2.62619 7.64330 -0.010 -0.008 -0.031
N -1.78729 -2.59706 -0.71993 -0.004 0.053 -0.151
C -2.30927 -1.70830 -1.74970 0.208 0.086 0.274
C -3.83335 -1.52376 -1.77117 -0.042 -0.011 -0.067
C -4.67213 -2.72587 -2.21429 0.097 0.030 -0.017
C -4.58975 -3.08080 -3.70984 -0.057 0.014 0.264
N -3.63515 -4.14501 -4.04481 0.062 0.109 -0.010
C -3.89688 -5.44806 -3.98339 0.089 -0.058 0.031
N -5.04884 -5.88588 -3.48619 -0.005 0.045 -0.032
N -2.97894 -6.33020 -4.38783 -0.063 -0.016 0.030
C -1.66583 -0.30272 -1.64903 -0.443 -0.118 -0.273
O -2.06876 0.60952 -2.32967 0.142 -0.030 0.060
O -0.66784 -0.14593 -0.79651 -1.172 -0.803 -2.467
H -2.05391 -3.55852 -0.89123 -0.015 0.004 -0.010
H -2.15799 -2.33934 0.18922 0.037 -0.017 0.059
H -1.97323 -2.09888 -2.71735 0.016 0.063 -0.047
H -4.06353 -0.66625 -2.40622 -0.062 -0.032 0.006
H -4.14845 -1.26527 -0.75583 0.018 0.064 0.000
H -5.71042 -2.46654 -2.00077 -0.016 -0.082 0.028
H -4.43863 -3.60737 -1.60888 -0.036 -0.009 0.002
H -4.30601 -2.20055 -4.28490 -0.005 -0.054 -0.098
H -5.57013 -3.38706 -4.07691 0.009 0.075 -0.099
H -2.74976 -3.87352 -4.43812 0.001 -0.039 -0.048
H -5.77120 -5.24568 -3.20505 -0.001 -0.038 0.037
H -5.26984 -6.86780 -3.47776 -0.032 -0.002 -0.018
H -2.14160 -6.03606 -4.85921 0.000 0.026 -0.026
H -3.17491 -7.31751 -4.39136 -0.007 -0.001 0.004
C 4.41660 -1.60674 -0.98096 -0.142 0.217 -0.011
Si 4.18626 0.10652 -0.24921 0.367 -0.335 0.449
C 5.31156 1.43418 -0.94899 -0.399 0.016 -0.050
C 4.23712 0.03120 1.61382 -0.147 0.093 -0.177
As 1.99208 1.01280 -1.06061 1.230 0.491 -1.325
Si 1.82180 0.10286 -3.32038 0.201 -0.432 -0.580
C 3.56832 0.11132 -4.02512 -0.169 0.216 0.201
C 0.68261 1.09622 -4.41831 0.079 0.110 0.349
C 1.22756 -1.68940 -3.24005 -0.011 0.240 0.227
Si 1.78359 3.45845 -1.56898 -0.258 0.393 -0.006
C 2.05090 4.55043 -0.07061 0.012 -0.293 -0.047
C 0.04696 3.61646 -2.25449 0.152 -0.107 -0.001
C 3.15713 3.75265 -2.81035 -0.079 -0.256 0.200
H 5.42355 -1.70067 -1.39523 0.003 0.072 -0.004
H 3.71019 -1.83306 -1.77832 0.071 -0.047 0.002
H 4.30742 -2.36262 -0.20226 -0.033 0.050 0.028
H 6.34631 1.08206 -0.91147 -0.031 -0.111 0.029
H 5.25138 2.34809 -0.35473 -0.023 -0.012 -0.007
H 5.07485 1.67547 -1.98560 0.108 -0.002 -0.018
H 5.16736 -0.46242 1.91156 0.020 -0.019 -0.105
H 3.40645 -0.55046 2.01986 0.031 -0.010 -0.024
H 4.22730 1.01825 2.07392 0.011 -0.010 0.000
H 3.88059 1.11315 -4.32258 0.028 -0.038 -0.017
H 3.57262 -0.50180 -4.93022 -0.062 -0.034 0.020
H 4.32115 -0.29075 -3.34828 -0.003 -0.035 -0.056
H 1.06701 2.09880 -4.61318 -0.004 -0.025 -0.001
H -0.32467 1.18377 -4.01179 -0.032 -0.015 -0.017
H 0.62285 0.58066 -5.38057 0.051 -0.050 0.022
H 2.04990 -2.38362 -3.05828 -0.021 0.014 0.009
H 0.81237 -1.93375 -4.22173 0.035 0.055 -0.023
H 0.45264 -1.86495 -2.49192 -0.004 -0.019 -0.018
H 1.25856 4.46312 0.67282 0.005 0.000 -0.039
H 2.04429 5.58301 -0.43453 0.008 -0.019 -0.067
H 3.01510 4.39078 0.41617 0.004 0.028 -0.033
H -0.53718 2.70056 -2.14438 -0.039 0.048 -0.001
H 0.07394 3.86834 -3.31611 0.037 -0.012 0.014
H -0.48811 4.42066 -1.74503 0.057 -0.011 0.066
H 4.11520 3.91457 -2.31517 -0.016 -0.025 0.017
H 2.92220 4.65914 -3.37511 -0.091 -0.005 0.022
H 3.26920 2.93365 -3.51909 -0.007 0.092 -0.075
C -0.91646 4.60536 3.12545 0.014 -0.006 -0.030
C -1.83250 4.17105 1.96589 -0.184 0.179 0.397
C -2.11570 5.35910 1.03415 0.097 -0.138 -0.187
C -3.14406 3.58166 2.52201 0.053 -0.035 -0.032
C -1.15000 3.10902 1.23307 0.051 0.074 -0.481
N -0.61303 2.27751 0.64839 -0.309 0.747 0.283
H -1.41782 5.40413 3.67200 0.011 -0.011 -0.003
H 0.03812 4.98795 2.76168 -0.015 0.025 0.003
H -0.72605 3.78336 3.81497 0.002 -0.024 -0.002
H -2.67179 6.10720 1.59666 0.006 0.002 0.009
H -2.71142 5.06142 0.17077 -0.028 0.007 0.028
H -1.18959 5.81533 0.68161 -0.008 0.006 0.006
H -3.71636 4.38959 2.97642 0.013 -0.007 0.014
H -2.94232 2.82947 3.28529 -0.010 -0.021 -0.030
H -3.74841 3.13256 1.73404 -0.030 0.046 -0.015
```
Forces are in eV/Å.

Properties
2S+1   4
Charge   +3
Energy relative to the best compared isomer or geometry (same formula, charge and spin)   63.29 kJ/mol
Gap between HOMO and LUMO (alpha / beta)   7.7 / 4.7 eV

Mulliken atomic charge list, values in e, 2 entries:
1 V -0.479
2 C -1.924


# 2
Density functional theory data (ωB97M-V with the def2-TZVPD basis set) for a cluster of 8 separate species, C2H22NO7 in total.

```
32
Properties=species:S:1:pos:R:3:forces:R:3
C -0.69552 -2.80846 1.50087 0.423 -0.836 -0.360
C -1.17712 -1.37836 1.47625 -0.361 -0.278 1.856
N -0.78315 -0.42377 0.44008 -1.574 0.592 -1.193
H -1.08535 -3.41173 0.67796 0.055 0.112 -0.050
H 0.37938 -2.97694 1.55669 0.069 0.507 -0.370
H -1.04561 -3.28034 2.42261 -0.389 0.239 -0.019
H -2.26086 -1.40478 1.59032 -0.059 0.286 -0.569
H -0.86705 -0.91829 2.41742 0.208 0.097 -0.159
H -1.27477 -0.43813 -0.46627 0.311 -1.247 -0.171
H 0.21327 -0.42918 0.19403 -0.032 -0.019 0.278
H -1.19636 0.50031 0.64747 1.139 0.333 0.883
H -2.39267 2.20054 2.64481 0.118 0.115 -0.201
H -2.57920 0.94364 3.45591 -0.002 -0.144 0.046
O -2.20321 1.25772 2.62818 -0.116 0.009 0.083
H -1.24129 1.73889 -1.72409 0.209 -0.105 0.352
H -2.63716 2.26720 -1.54373 -0.249 -0.064 0.131
O -2.05712 1.56425 -1.23320 -0.190 0.092 -0.409
H -0.70715 -0.77858 -2.90028 0.052 -0.293 0.220
H 0.18166 0.41614 -2.88745 0.775 0.042 0.288
O 0.03684 -0.40992 -2.39394 -0.952 0.122 -0.668
H 2.62226 0.73200 -3.53065 -0.196 0.194 -0.200
H 2.58877 0.96906 -2.06713 -0.266 0.383 0.237
O 2.16109 1.28978 -2.88429 0.475 -0.321 -0.060
H 3.39032 1.86308 0.71865 0.050 -0.003 -0.037
H 3.43561 0.32950 0.52375 0.010 -0.089 0.010
O 2.85150 1.10145 0.44873 0.008 -0.067 -0.030
H 1.05784 1.50070 0.44482 0.152 0.566 -0.082
H 0.52189 2.95398 0.41875 0.196 0.143 0.012
O 0.26177 2.04269 0.27353 -0.162 -0.320 0.084
H 1.18058 -2.21671 -1.34550 -0.185 -0.470 0.292
H 1.79837 -0.98447 -0.97422 0.394 0.107 0.458
O 1.52245 -1.81125 -0.53012 0.088 0.316 -0.653
```
Forces are in eV/Å.

Properties
2S+1   2
Charge   0
Gap between HOMO and LUMO (alpha / beta)   2.7 / 11.0 eV

Mulliken atomic charge list, values in e, 2 entries:
1 C -1.210
2 C -0.618


# 3
Density functional theory data (ωB97M-V with the def2-TZVPD basis set) for a cluster of 8 separate species, C14H44O15 in total.

```
73
Properties=species:S:1:pos:R:3:forces:R:3
O 0.09318 0.25663 0.35174 -0.692 0.220 0.134
H 0.60683 0.64740 -0.35515 0.346 0.049 -0.436
H 0.74631 -0.08428 0.96283 0.291 -0.388 0.144
C -4.54535 -0.44930 1.80709 1.048 0.513 -0.548
C -3.21466 0.08727 1.26648 0.593 -0.728 0.023
O -2.18570 -0.91034 1.36418 -0.888 0.091 -0.075
O -5.07595 -1.51737 1.02307 -0.124 0.852 0.252
H -5.15060 0.45539 1.74948 -0.835 -0.436 -0.078
H -4.45905 -0.72527 2.85804 0.115 -0.076 0.059
H -2.87078 1.00185 1.74959 -0.256 0.049 0.708
H -3.30157 0.40568 0.22765 -0.414 -0.352 -0.354
H -1.46743 -0.60117 0.80731 0.579 0.045 -0.213
H -4.55509 -2.30614 1.19084 0.194 0.009 0.042
C -3.49436 1.35281 -2.91463 0.837 -0.204 -1.136
C -2.24337 0.45851 -2.64140 -0.881 0.214 -0.479
O -1.43875 0.45795 -3.78310 1.186 0.382 -0.831
O -4.04472 1.06863 -4.23778 -0.840 -0.334 1.782
H -3.24064 2.41131 -2.85718 0.584 0.185 -0.208
H -4.21810 1.29008 -2.10200 -0.556 -0.737 -0.481
H -2.42109 -0.61372 -2.55865 -0.820 0.159 0.625
H -1.68775 0.81441 -1.77380 -0.092 -0.009 0.312
H -0.95483 1.28569 -3.83065 0.082 0.127 -0.128
H -3.56682 1.43679 -4.98456 0.550 0.173 0.586
C -0.27672 4.09640 -0.02650 0.124 0.270 0.558
C -1.70736 3.59851 0.22779 1.171 0.507 0.609
O -2.62405 4.52340 -0.25522 -0.784 0.506 -1.153
O 0.05305 5.21106 0.83093 -0.331 -0.637 -0.269
H -0.06784 4.42752 -1.04376 -0.714 -0.168 -0.389
H 0.42488 3.27950 0.14245 -0.018 -0.280 0.324
H -1.92000 3.56471 1.29631 0.735 -0.531 0.381
H -1.81936 2.59833 -0.19079 -0.010 -0.135 -0.206
H -3.49531 4.14447 -0.11770 -0.189 0.217 -0.050
H 0.79126 5.64700 0.39895 0.033 0.192 0.196
C 4.28549 -0.02866 2.19375 -1.002 0.902 -0.964
C 2.93126 -0.68484 2.46495 1.138 -0.472 0.915
O 2.29495 -1.31303 1.33341 0.670 0.708 0.505
O 4.13253 0.93044 1.16755 -0.043 0.728 -0.735
H 5.09068 -0.68347 1.86059 -0.017 -0.515 0.552
H 4.55190 0.59985 3.04352 0.282 -0.670 0.436
H 2.27037 0.06262 2.90384 -0.190 -0.059 -0.334
H 3.14270 -1.41040 3.25041 -0.475 -0.230 0.096
H 2.77307 -2.13527 1.20338 -0.131 -0.210 -0.276
H 3.40724 0.65509 0.60210 -0.080 -0.048 -0.184
C 3.17931 0.58483 -2.11590 2.144 -2.766 -0.822
C 3.01563 0.14830 -3.58549 1.114 -0.309 1.074
O 3.06584 1.28662 -4.36927 -1.059 1.858 -1.178
O 2.02081 1.07177 -1.61128 -1.549 1.759 0.200
H 4.02528 1.27192 -2.13421 0.019 0.447 0.437
H 3.44283 -0.23914 -1.45278 0.335 -0.291 -0.226
H 2.04395 -0.32878 -3.71328 0.164 -0.202 -0.235
H 3.87571 -0.42372 -3.93357 -0.301 -1.037 0.502
H 3.96694 1.60738 -4.45128 0.029 -0.082 0.062
H 1.84853 1.76495 -2.25270 -0.924 0.655 0.163
C 1.47244 -3.07759 -1.68113 -1.362 -0.495 -0.406
C 0.00424 -2.78172 -2.11257 0.174 0.630 0.159
O -0.89446 -3.84869 -1.87250 0.188 -0.497 0.604
O 2.04169 -4.08533 -2.49436 0.395 0.178 -0.597
H 1.47702 -3.50262 -0.67742 -0.334 0.497 0.451
H 2.08316 -2.17503 -1.70330 0.019 -0.087 -0.200
H -0.17712 -2.52270 -3.15569 1.005 0.259 -0.311
H -0.35352 -1.90683 -1.56973 -0.044 -0.116 0.388
H -0.82078 -4.47006 -2.60056 -0.180 -0.022 -0.054
H 1.36204 -4.75635 -2.59137 0.110 -0.254 0.014
C 0.42987 -1.74395 5.25187 -1.137 0.266 1.317
C -0.06996 -1.66252 3.83011 -0.606 -0.318 -0.953
O -1.42538 -2.17163 3.68354 1.693 -0.236 1.206
O 1.77202 -1.34895 5.38512 0.908 0.378 -0.626
H 0.34386 -2.70378 5.76122 -0.471 -0.525 -0.712
H -0.17548 -1.07219 5.86048 -0.352 0.182 0.022
H 0.65356 -2.14292 3.17145 -0.112 -0.663 -0.076
H -0.07536 -0.64346 3.44336 0.074 0.485 0.474
H -1.67374 -2.02073 2.76858 -0.183 0.379 -0.353
H 1.99249 -1.41325 6.31725 0.069 0.051 -0.036
```
Forces are in eV/Å.

Properties
Charge   0
Energy relative to the best compared isomer or geometry (same formula, charge and spin)   166.72 kJ/mol
SMILES   OCCO.OCCO.OCCO.OCCO.OCCO.OCCO.OCCO.O
Gap between HOMO and LUMO   10.0 eV

Mulliken atomic charge list, values in e, 2 entries:
1 O -0.091
2 H 0.138


# 4
Density functional theory data (ωB97M-V with the def2-TZVPD basis set) for the molecule C5H10O2S.

```
18
Properties=species:S:1:pos:R:3:forces:R:3
C 1.86887 -1.09972 -0.74075 0.974 -0.779 -0.553
C 0.19093 0.18752 0.12893 -3.333 -0.836 -0.877
C 0.98525 0.92726 1.10828 2.323 0.515 0.764
C -0.94801 1.09169 -0.31897 -0.544 -0.134 -0.446
C -2.35120 -0.68381 -0.17447 1.880 -2.786 -1.525
H 1.57246 -1.83684 0.08123 0.847 0.156 -1.446
H 2.69283 -0.47215 -0.39686 0.208 -0.119 0.257
H 2.17064 -1.40404 -1.77977 -0.091 -0.878 1.379
H 1.13777 1.97577 0.60981 0.299 -1.730 1.446
H 1.95999 0.32539 1.27922 -1.328 1.598 -0.033
H 0.43440 0.95062 2.08576 0.613 0.384 -1.023
H -0.63643 1.88018 -1.00454 0.181 0.035 0.177
H -1.39179 1.48385 0.61342 -0.081 0.221 -0.489
H -2.61691 -1.61210 -0.78750 0.116 1.418 0.771
H -3.12713 -0.48359 0.52853 -0.665 0.948 0.283
O 0.76467 -0.33593 -1.01345 -0.232 1.728 -0.316
O -1.87118 0.29272 -1.05246 -0.762 0.519 0.929
S -0.83516 -1.18681 0.83360 -0.403 -0.260 0.702
```
Forces are in eV/Å.

Properties
Charge   0
Energy relative to the best compared isomer or geometry (same formula, charge and spin)   216.35 kJ/mol
SMILES   CO[C@@]1(C)COCS1
Gap between HOMO and LUMO   9.5 eV

Mulliken atomic charge list, values in e, 2 entries:
1 C -0.708
2 C 0.926